{"formula": "C5H17NO4S", "method": "the ωB97M-V functional and the def2-TZVPD basis", "elements": ["O", "C", "N", "C", "C", "S", "C", "C", "H", "H", "H", "H", "H", "H", "H", "H", "H", "H", "H", "H", "H", "O", "H", "H", "O", "H", "H", "O"], "xyz": [[1.60942, 0.24836, -2.35591], [0.47497, -0.08774, -2.06527], [0.14924, -0.54606, -0.82404], [1.11733, -0.61667, 0.25024], [1.33474, 0.71515, 0.97536], [2.97812, 1.05804, 1.58445], [0.63572, -1.71921, 1.25027], [-0.64244, -0.09769, -3.06593], [-0.78024, -0.40774, -0.49020], [2.06301, -0.93754, -0.17868], [1.03689, 1.47033, 0.23000], [0.61554, 1.02455, 1.73615], [3.41986, 1.81622, 0.58072], [0.90509, -1.39938, 2.24147], [1.23158, -2.61630, 1.07493], [-0.40610, -1.98388, 1.10661], [-0.81315, -1.11736, -3.41154], [-0.43579, 0.53412, -3.92341], [-1.58846, 0.25568, -2.67167], [-3.18639, -0.71189, 0.13553], [-3.70247, 0.66131, -0.52351], [-2.96251, 0.19147, -0.14218], [-3.71824, -2.90003, 1.05265], [-3.23268, -3.15879, -0.39634], [-3.59987, -2.49402, 0.18838], [-1.89591, 2.71061, 0.91415], [-1.78946, 2.97586, 2.45147], [-1.83129, 2.29698, 1.77637]], "mulliken_charge": [-0.6290, 0.5979, -0.1394, 0.3782, -0.9960, -0.2379, -1.2069, -1.0352, 0.2266, 0.3894, 0.3001, 0.4379, 0.1404, 0.3741, 0.3040, 0.2757, 0.2674, 0.3434, 0.2715, 0.3144, 0.2818, -0.5989, 0.3041, 0.3059, -0.6649, 0.3040, 0.2758, -0.5845], "gap_ev": 8.87, "de_lowest_kcal_mol": 22.51, "total_energy_ha": -954.615202}

{"formula": "C5H17O2PPr", "method": "the ωB97M-V functional and the def2-TZVPD basis", "elements": ["Pr", "H", "H", "P", "C", "H", "H", "H", "C", "H", "H", "H", "C", "H", "H", "H", "C", "O", "H", "H", "C", "O", "H", "H", "H", "H"], "xyz": [[-0.08270, 0.41286, 0.15816], [1.09756, 3.17443, 0.17208], [1.09889, 3.12020, -0.58886], [-0.27466, -0.26604, -2.53418], [1.07577, -1.20168, -3.29668], [0.76278, -1.34634, -4.34278], [2.00751, -0.61321, -3.19437], [1.18130, -2.15436, -2.74134], [-1.84814, -1.12340, -2.87940], [-2.68217, -0.53031, -2.46245], [-1.89255, -1.20292, -3.97450], [-1.81913, -2.10794, -2.37754], [-0.36770, 1.36843, -3.36064], [0.60417, 1.88541, -3.23839], [-0.59684, 1.14231, -4.41196], [-1.16012, 1.97969, -2.88182], [2.13545, -0.65117, -0.08874], [3.23819, -0.93563, 0.04374], [-2.08594, 0.70993, -0.04026], [-0.42267, -1.77960, 0.17066], [0.03363, -0.61320, 3.02241], [0.60708, 0.62460, 2.46804], [0.70655, -1.44058, 2.75318], [-0.99152, -0.85974, 2.64934], [0.05937, -0.40843, 4.09567], [-0.02664, 1.36449, 2.52406]], "mulliken_spin": [2.0575, 0.0005, -0.0005, -0.0041, -0.0004, -0.0002, -0.0002, 0.0001, -0.0014, 0.0004, -0.0003, 0.0007, 0.0009, -0.0002, -0.0005, 0.0000, 0.0044, 0.0046, -0.0302, -0.0315, 0.0008, -0.0015, 0.0003, 0.0001, -0.0006, 0.0010], "gap_ev": [7.65, 7.73], "charge": 1, "s2": 2.01, "total_energy_ha": -1209.124073, "spin_multiplicity": 3}

{"formula": "C5H17O4S2", "method": "the ωB97M-V functional and the def2-TZVPD basis", "elements": ["C", "C", "O", "C", "S", "S", "C", "C", "H", "H", "H", "H", "H", "H", "H", "H", "H", "H", "H", "H", "H", "O", "H", "H", "O", "H", "H", "O"], "xyz": [[-1.16487, -0.62327, 0.60388], [-0.27327, -1.94095, 0.38552], [0.09623, -2.15866, -0.92373], [-1.29311, 0.21797, -0.65200], [-1.25126, 2.03369, -0.52682], [-0.56743, 2.58928, 1.30852], [1.23402, 2.38768, 1.37037], [1.82767, 1.15955, 2.02131], [-2.17356, -0.97973, 0.82399], [-0.76844, -0.02615, 1.41853], [-0.86615, -2.81078, 0.72964], [0.61104, -1.84370, 1.04479], [-0.71672, -0.16133, -1.49431], [-2.29087, 0.09710, -1.12671], [1.58048, 2.51372, 0.34028], [1.64531, 3.27904, 1.84734], [1.34187, 0.97806, 2.98676], [1.85331, 0.22686, 1.47041], [2.84036, 1.40382, 2.37460], [1.54773, -2.52830, -1.01685], [2.71048, -3.31966, -1.72332], [2.54196, -2.83783, -0.90116], [-2.56963, -2.89897, -1.35894], [-1.44322, -3.93678, -1.27094], [-2.39172, -3.83723, -1.37393], [1.20441, -0.51957, -1.00735], [2.66308, -0.68033, -0.86312], [1.99961, 0.02807, -0.78131]], "mulliken_charge": [-0.3916, -0.5400, -1.0113, -0.7160, -0.1635, -0.1762, -0.4426, -0.8347, 0.2679, 0.3462, 0.3894, 0.1873, 0.4478, 0.3817, 0.2570, 0.4006, 0.3080, 0.1070, 0.3750, 0.4022, 0.2543, -0.7485, 0.3184, 0.3365, -0.6598, 0.2183, 0.3686, -0.6819], "gap_ev": 7.65, "charge": -1, "total_energy_ha": -1298.074467}

{"formula": "C5H18NO2", "method": "the ωB97M-V functional and the def2-TZVPD basis", "elements": ["C", "C", "C", "C", "C", "N", "H", "H", "H", "H", "H", "H", "H", "H", "H", "H", "H", "H", "H", "H", "H", "H", "O", "H", "H", "O"], "xyz": [[-0.54927, 1.05932, 0.25382], [-0.54979, -0.51385, 0.01626], [0.79697, -1.00479, -0.66971], [-1.59127, -0.82711, -0.93964], [-1.84269, -2.32414, -1.12663], [0.69332, 1.63102, 0.94685], [-0.45910, 1.45271, -0.74772], [-1.33150, 1.44714, 0.92059], [-0.53059, -1.09194, 0.99958], [0.66720, -2.09528, -0.58493], [1.64851, -0.87299, -0.10932], [0.99977, -0.67929, -1.67049], [-1.40534, -0.41773, -2.01140], [-2.61032, -0.44216, -0.48614], [-2.54896, -2.78948, -0.43379], [-0.87947, -2.87270, -1.00315], [-2.12303, -2.46460, -2.21917], [0.59423, 2.67940, 1.08209], [1.45822, 1.61504, 0.30287], [0.90523, 1.19942, 1.91007], [1.28600, 3.64018, -1.64336], [2.44491, 2.71036, -1.25173], [1.60449, 3.01289, -1.05465], [0.32336, -0.74785, 3.29828], [1.81750, -0.99474, 3.05570], [1.18163, -0.30884, 3.16575]], "mulliken_charge": [-0.9052, 0.7660, -1.6917, -0.2805, -1.0985, -0.2372, 0.2781, 0.3930, 0.0283, 0.4144, 0.4902, 0.3439, 0.3352, 0.2528, 0.3335, 0.2601, 0.3002, 0.4041, 0.3204, 0.3367, 0.2719, 0.2686, -0.5571, 0.3293, 0.3245, -0.6811], "gap_ev": 11.24, "charge": 1, "de_lowest_kcal_mol": 34.83, "total_energy_ha": -406.266296}

{"formula": "C5H18NO2", "method": "the ωB97M-V functional and the def2-TZVPD basis", "elements": ["C", "C", "C", "C", "C", "N", "H", "H", "H", "H", "H", "H", "H", "H", "H", "H", "H", "H", "H", "H", "H", "H", "O", "H", "H", "O"], "xyz": [[0.52474, -0.92662, -0.22813], [0.66085, 0.51307, 0.44624], [0.42630, 1.73411, -0.35757], [2.13908, 0.43652, 0.91099], [2.52495, 1.74399, 1.65693], [-0.95678, -1.20649, -0.48493], [1.22184, -0.82445, -1.17297], [1.00775, -1.73300, 0.27569], [0.00738, 0.66491, 1.35314], [0.53144, 2.61606, 0.28338], [-0.63705, 1.97070, -0.80557], [1.25206, 2.04320, -1.11723], [2.77137, 0.36593, 0.00734], [2.15529, -0.45312, 1.57186], [1.72565, 2.02593, 2.25262], [2.80570, 2.56983, 0.93418], [3.48786, 1.68489, 2.39621], [-1.28129, -1.85199, 0.28118], [-1.27213, -1.63688, -1.36518], [-1.59896, -0.36013, -0.41105], [-0.65786, -2.69546, -3.23148], [-2.22793, -2.33598, -3.43532], [-1.54741, -2.43367, -2.78688], [-3.37342, 1.16975, 1.18858], [-2.45289, 0.30605, 2.12708], [-2.75545, 0.42276, 1.24828]], "mulliken_charge": [-1.0316, 0.8528, -1.3030, -0.7316, -1.2559, -0.1055, 0.3283, 0.4552, 0.0822, 0.4083, 0.2615, 0.2944, 0.3630, 0.3596, 0.4056, 0.2989, 0.2910, 0.4123, 0.2587, 0.3785, 0.3408, 0.3168, -0.6924, 0.3096, 0.2965, -0.5939], "gap_ev": 11.40, "charge": 1, "de_lowest_kcal_mol": 36.22, "total_energy_ha": -406.264090}

{"formula": "C5H18O3", "method": "the ωB97M-V functional and the def2-TZVPD basis", "elements": ["C", "C", "C", "C", "C", "H", "H", "H", "H", "H", "H", "H", "H", "H", "H", "H", "H", "H", "H", "O", "H", "H", "O", "H", "H", "O"], "xyz": [[-0.00562, -0.07353, -0.21901], [0.84900, -0.84109, 0.95745], [0.86631, -2.28394, 0.75053], [-0.58954, -2.95456, 0.83990], [1.01662, 0.38484, -1.35423], [-0.72771, -0.51431, -0.77455], [-0.36753, 0.82295, 0.32871], [0.28883, -0.62187, 1.86962], [1.87039, -0.47694, 1.12946], [1.47830, -2.68405, 1.76526], [1.33007, -2.51788, -0.19383], [-1.34030, -2.37903, 0.15071], [-0.71980, -4.00942, 0.51440], [-0.82466, -2.93776, 1.90489], [0.31213, 1.04753, -2.06904], [1.77366, 1.01719, -0.91726], [1.53542, -0.37177, -2.10080], [-2.36773, 3.78202, -1.54382], [-1.01291, 4.27095, -1.67461], [-1.77497, 4.29290, -2.17889], [-5.51728, 2.48782, -3.06954], [-4.12521, 1.78469, -3.29728], [-5.04866, 1.84714, -3.63487], [4.01281, 0.10718, 3.62963], [4.41515, 0.76110, 4.86879], [4.67322, 0.05982, 4.31839]], "mulliken_charge": [-0.4556, -0.6052, -0.4166, -0.9780, -1.0398, 0.4270, 0.2148, 0.3883, 0.3125, 0.2033, 0.3008, 0.2147, 0.3213, 0.2861, 0.2330, 0.3297, 0.2673, 0.3124, 0.2974, -0.6123, 0.3209, 0.3183, -0.6400, 0.3126, 0.3089, -0.6217], "gap_ev": 10.62, "de_lowest_kcal_mol": 56.39, "total_energy_ha": -426.926540}